1.
Below is 13 unconnected molecules or ions with the total composition C32H93N3O13, with properties calculated with ωB97M-V with the def2-TZVPD basis set.

Geometry (Å):
C1 -3.558 2.031 4.930
C2 -2.287 1.589 5.561
O1 -2.151 0.179 5.538
H1 -3.717 3.106 4.966
H2 -4.407 1.529 5.401
H3 -3.573 1.713 3.883
H4 -2.213 1.896 6.611
H5 -1.463 2.078 5.030
H6 -1.206 -0.025 5.686
C3 0.318 -5.172 -2.856
C4 1.326 -4.086 -2.685
O2 1.159 -2.960 -3.628
H7 0.640 -5.996 -2.206
H8 0.213 -5.488 -3.889
H9 -0.670 -4.942 -2.446
H10 2.294 -4.505 -3.035
H11 1.513 -3.726 -1.662
H12 2.046 -2.624 -3.886
C5 -5.091 -0.598 2.347
C6 -3.990 -1.459 2.933
O3 -4.043 -1.467 4.344
H13 -6.039 -0.830 2.830
H14 -5.148 -0.764 1.268
H15 -4.912 0.460 2.542
H16 -2.980 -1.154 2.632
H17 -4.125 -2.490 2.590
H18 -3.359 -0.859 4.703
C7 2.238 0.981 7.259
C8 1.912 0.043 6.108
O4 0.587 -0.535 6.191
H19 1.470 1.710 7.523
H20 3.135 1.574 7.047
H21 2.470 0.458 8.196
H22 2.660 -0.759 6.067
H23 1.996 0.602 5.176
H24 0.603 -1.047 7.011
C9 -5.110 -0.221 -2.665
C10 -3.640 -0.530 -2.449
O5 -3.415 -0.859 -1.087
H25 -5.425 0.489 -1.897
H26 -5.714 -1.121 -2.517
H27 -5.306 0.124 -3.678
H28 -3.038 0.337 -2.760
H29 -3.360 -1.403 -3.047
H30 -2.486 -1.234 -1.119
C11 1.034 5.335 4.788
C12 0.647 4.249 5.766
O6 1.429 4.297 6.950
H31 2.036 5.155 4.404
H32 0.988 6.293 5.318
H33 0.343 5.374 3.951
H34 0.867 3.291 5.286
H35 -0.419 4.309 6.005
H36 1.315 5.190 7.302
C13 -0.664 -4.790 1.388
C14 -1.994 -4.206 0.918
O7 -1.998 -4.246 -0.543
H37 0.198 -4.395 0.850
H38 -0.693 -5.871 1.223
H39 -0.487 -4.602 2.451
H40 -2.041 -3.151 1.230
H41 -2.838 -4.748 1.348
H42 -2.906 -4.157 -0.863
C15 -2.753 -3.255 -4.924
C16 -2.583 -3.739 -6.347
O8 -3.704 -4.589 -6.626
H43 -2.819 -4.121 -4.260
H44 -3.664 -2.673 -4.818
H45 -1.887 -2.681 -4.585
H46 -1.656 -4.309 -6.471
H47 -2.559 -2.885 -7.035
H48 -3.628 -4.909 -7.532
C17 4.012 -1.597 -0.828
C18 4.411 -0.164 -1.044
O9 5.031 -0.004 -2.331
H49 3.267 -1.878 -1.584
H50 3.488 -1.717 0.124
H51 4.821 -2.323 -0.876
H52 5.115 0.206 -0.285
H53 3.545 0.508 -0.968
H54 5.269 0.930 -2.382
C19 3.425 1.511 2.107
C20 4.595 2.463 1.961
O10 4.266 3.814 2.233
H55 2.610 1.789 1.444
H56 3.093 1.439 3.145
H57 3.807 0.512 1.866
H58 4.989 2.432 0.942
H59 5.433 2.091 2.570
H60 4.078 3.873 3.180
C21 -3.870 2.278 0.352
C22 -2.997 3.530 0.503
C23 -1.554 3.248 0.081
O11 -0.778 4.344 0.464
C24 0.571 4.156 0.109
N1 -3.623 4.597 -0.267
H61 -4.829 2.420 0.847
H62 -3.423 1.357 0.727
H63 -4.077 2.141 -0.715
H64 -2.958 3.750 1.575
H65 -1.528 3.080 -1.009
H66 -1.246 2.311 0.567
H67 0.993 3.239 0.554
H68 1.186 4.967 0.498
H69 0.717 4.116 -0.980
H70 -3.182 5.495 -0.063
H71 -3.377 4.468 -1.251
C25 0.316 0.532 -1.607
C26 0.070 -0.690 -0.757
C27 -0.549 -0.470 0.609
O12 0.220 0.424 1.387
C28 -0.282 0.508 2.715
N2 -0.767 -1.656 -1.543
H72 0.850 1.308 -1.054
H73 -0.637 0.985 -1.900
H74 0.870 0.233 -2.497
H75 1.041 -1.190 -0.571
H76 -0.665 -1.450 1.095
H77 -1.560 -0.050 0.454
H78 -1.247 1.058 2.741
H79 0.423 1.072 3.320
H80 -0.550 -0.476 3.124
H81 -0.654 -2.595 -1.150
H82 -0.250 -1.728 -2.429
C29 2.309 0.124 -5.450
C30 3.333 -0.968 -5.663
C31 4.603 -0.392 -6.271
O13 4.282 0.149 -7.530
C32 5.350 0.850 -8.106
N3 3.623 -1.621 -4.357
H83 1.378 -0.275 -5.050
H84 2.047 0.521 -6.434
H85 2.715 0.919 -4.825
H86 3.007 -1.743 -6.362
H87 5.325 -1.207 -6.442
H88 5.043 0.381 -5.622
H89 6.290 0.286 -8.011
H90 5.496 1.855 -7.682
H91 5.147 0.996 -9.168
H92 4.107 -0.922 -3.765
H93 4.314 -2.362 -4.503

Results
- Energy above the lowest of the compared OMol25 structures with the same formula, charge and spin: 0.000 eV
- HOMO-LUMO gap: 9.3 eV
- Lowest unoccupied orbital energy: 0.01005 hartree



2.
Below is a gas-phase ion, C4H7NO3 (charge -1), with properties calculated with ωB97M-V with the def2-TZVPD basis set.

Geometry (Å):
O1 -2.616 -1.427 0.559
C1 -1.354 -1.122 0.509
C2 -0.663 -0.556 -0.737
C3 0.403 -1.542 -1.226
N1 -0.141 0.840 -0.414
C4 0.946 1.075 0.283
O2 1.457 2.322 0.084
O3 1.500 0.312 1.030
H1 -0.683 -1.376 1.337
H2 -1.417 -0.333 -1.509
H3 1.042 -1.251 -2.031
H4 -0.157 -2.363 -1.603
H5 1.095 -1.959 -0.475
H6 -0.442 1.600 -0.967
H7 2.296 2.250 0.533

Results
- Expectation value of S²: 0.754
- Net charge: -1
- Multiplicity: 2
- Energy above the lowest of the compared OMol25 structures with the same formula, charge and spin: 0.228 eV
- HOMO-LUMO gap (alpha / beta): 3.2 / 6.5 eV
- Lowest unoccupied orbital energy (alpha / beta): 0.12832 / 0.12320 hartree



3.
Below is 5 unconnected molecules or ions with the total composition C43H52F7IO5Si, with properties calculated with ωB97M-V with the def2-TZVPD basis set.

Geometry (Å):
C1 6.890 -0.508 0.471
C2 5.662 -0.100 -0.406
C3 5.792 -0.835 -1.742
C4 5.669 1.415 -0.577
C5 4.332 2.033 -0.996
C6 4.558 3.515 -1.334
C7 3.419 1.973 0.234
O1 2.051 2.217 -0.131
C8 1.165 1.402 0.419
I1 1.266 1.327 2.671
O2 1.246 0.009 0.067
C9 0.006 -0.514 0.360
O3 -0.256 -1.685 0.272
O4 -0.850 0.496 0.693
C10 -0.310 1.624 0.015
C11 -0.367 1.519 -1.522
C12 -1.565 0.708 -2.049
O5 -2.755 0.950 -1.326
Si1 -3.933 -0.237 -1.486
C13 -5.048 -0.053 0.014
C14 -3.277 -1.988 -1.445
C15 -5.043 0.007 -2.995
C16 -0.771 3.027 0.429
C17 -1.723 3.122 1.652
C18 -2.962 3.826 1.240
F1 -2.813 5.163 1.013
C19 -4.158 3.264 1.006
F2 -4.919 3.569 -0.045
F3 -4.660 2.325 1.811
H1 7.371 0.374 0.881
H2 6.537 -1.074 1.331
H3 7.597 -1.111 -0.084
H4 4.778 -0.483 0.098
H5 6.611 -0.435 -2.333
H6 4.852 -0.816 -2.288
H7 6.018 -1.879 -1.542
H8 5.988 1.913 0.339
H9 6.400 1.665 -1.345
H10 3.821 1.492 -1.789
H11 4.689 4.100 -0.430
H12 5.465 3.597 -1.928
H13 3.750 3.927 -1.932
H14 3.548 0.998 0.692
H15 3.762 2.692 0.973
H16 -0.383 2.492 -1.996
H17 0.501 1.001 -1.921
H18 -1.263 -0.340 -2.057
H19 -1.700 1.022 -3.086
H20 -5.432 0.956 0.108
H21 -5.827 -0.810 0.000
H22 -4.414 -0.237 0.882
H23 -2.729 -2.167 -2.375
H24 -2.546 -2.151 -0.659
H25 -4.070 -2.728 -1.420
H26 -4.685 0.752 -3.700
H27 -5.170 -0.956 -3.486
H28 -6.035 0.282 -2.650
H29 0.126 3.593 0.662
H30 -1.238 3.559 -0.390
H31 -1.916 2.182 2.152
H32 -1.228 3.759 2.386
F4 -6.391 -3.720 -0.365
C20 -6.596 -4.658 -1.310
C21 -5.568 -5.524 -1.626
C22 -5.783 -6.491 -2.597
C23 -7.010 -6.574 -3.241
C24 -8.028 -5.690 -2.910
C25 -7.825 -4.725 -1.934
H33 -4.617 -5.438 -1.116
H34 -4.990 -7.181 -2.851
H35 -7.172 -7.327 -4.000
H36 -8.983 -5.750 -3.413
H37 -8.607 -4.032 -1.655
F5 1.915 2.242 5.931
C26 3.165 1.967 6.355
C27 3.765 0.792 5.950
C28 5.053 0.515 6.384
C29 5.715 1.405 7.217
C30 5.091 2.579 7.615
C31 3.807 2.869 7.179
H38 3.228 0.108 5.306
H39 5.539 -0.399 6.070
H40 6.718 1.183 7.556
H41 5.605 3.272 8.268
H42 3.305 3.782 7.471
F6 -1.513 -4.580 6.278
C32 -1.349 -4.581 4.939
C33 -1.592 -5.743 4.235
C34 -1.427 -5.738 2.858
C35 -1.016 -4.582 2.208
C36 -0.774 -3.426 2.935
C37 -0.945 -3.419 4.312
H43 -1.905 -6.634 4.762
H44 -1.619 -6.639 2.291
H45 -0.884 -4.580 1.134
H46 -0.451 -2.530 2.429
H47 -0.770 -2.526 4.897
F7 3.488 3.265 -4.357
C38 2.288 3.259 -4.972
C39 1.256 4.002 -4.435
C40 0.022 3.997 -5.068
C41 -0.166 3.246 -6.220
C42 0.884 2.503 -6.742
C43 2.124 2.509 -6.119
H48 1.422 4.575 -3.531
H49 -0.793 4.580 -4.660
H50 -1.130 3.241 -6.711
H51 0.738 1.914 -7.638
H52 2.956 1.943 -6.514

Results
- SMILES: CC(C)C[C@H](C)CO[C@]1(I)OC(=O)O[C@@]1(CCO[Si](C)(C)C)CCC(F)=C(F)F.Fc1ccccc1.Fc1ccccc1.Fc1ccccc1.Fc1ccccc1
- Energy above the lowest of the compared OMol25 structures with the same formula, charge and spin: 0.000 eV
- HOMO-LUMO gap: 9.1 eV
- Lowest unoccupied orbital energy: 0.01197 hartree



4.
Below is 10 unconnected molecules or ions with the total composition C5H28NO11, with properties calculated with ωB97M-V with the def2-TZVPD basis set.

Geometry (Å):
O1 -0.749 -2.071 -0.824
C1 0.029 -1.223 -0.425
N1 -0.293 0.100 -0.143
C2 -1.585 0.846 -0.522
O2 -1.120 1.986 -1.025
C3 1.442 -1.521 0.199
C4 1.836 -2.860 -0.395
C5 1.360 -4.199 0.101
H1 0.488 0.627 0.070
H2 -1.925 0.158 -1.428
H3 -2.228 1.002 0.378
H4 2.196 -0.726 0.082
H5 1.246 -1.719 1.366
H6 2.888 -2.644 -0.409
H7 1.412 -2.890 -1.514
H8 0.425 -4.469 -0.555
H9 1.828 -5.179 0.077
H10 1.024 -4.112 1.201
H11 -0.654 0.594 -4.376
H12 -0.227 1.344 -3.333
O3 -0.162 1.384 -4.221
H13 -1.672 -1.873 4.496
H14 -1.147 -1.298 3.223
O4 -2.042 -1.469 3.668
H15 2.377 2.062 2.579
H16 3.763 1.227 2.665
O5 2.784 1.140 2.607
H17 -3.551 -2.443 -2.185
H18 -2.237 -1.844 -1.724
O6 -2.971 -1.548 -2.311
H19 -0.281 2.868 -0.326
H20 -0.452 4.174 0.182
O7 0.162 3.522 0.464
H21 -2.316 3.555 -0.094
H22 -2.171 3.722 -1.493
O8 -2.389 4.263 -0.753
H23 -0.406 3.960 2.407
H24 1.116 4.237 2.524
O9 0.326 4.140 3.040
H25 2.395 4.187 0.797
H26 2.485 2.716 0.560
O10 2.995 3.489 0.988
H27 -0.817 -4.354 -1.285
H28 -1.617 -4.209 -2.604
O11 -1.567 -4.650 -1.730

Results
- Net charge: -1
- Energy above the lowest of the compared OMol25 structures with the same formula, charge and spin: 6.575 eV
- HOMO-LUMO gap: 8.0 eV
- Lowest unoccupied orbital energy: 0.09531 hartree



5.
Below is a molecular structure, C27H17F12KN2O2, with properties calculated with ωB97M-V with the def2-TZVPD basis set.

Geometry (Å):
K1 0.009 1.095 -0.371
C1 4.480 2.024 5.668
C2 3.406 1.517 4.742
C3 2.155 1.122 5.208
C4 1.176 0.719 4.332
C5 1.347 0.674 2.917
N1 0.258 0.408 2.142
C6 -0.594 -0.578 2.522
C7 -0.058 -1.779 3.074
C8 -0.827 -2.853 3.453
C9 -2.211 -2.820 3.307
C10 -3.078 -3.995 3.677
C11 -2.757 -1.667 2.759
C12 -2.020 -0.556 2.347
C13 -2.756 0.692 1.778
O1 -2.222 1.268 0.703
C14 -4.250 0.358 1.376
F1 -4.306 -0.697 0.535
F2 -5.119 0.080 2.393
F3 -4.819 1.379 0.712
C15 -2.865 1.734 2.955
F4 -3.670 2.785 2.645
F5 -3.356 1.227 4.112
F6 -1.671 2.264 3.248
C16 2.652 1.029 2.443
C17 3.607 1.453 3.372
C18 3.078 0.969 0.938
O2 2.324 0.290 0.092
C19 3.157 2.460 0.437
F7 3.684 2.571 -0.803
F8 3.838 3.347 1.201
F9 1.894 2.953 0.351
C20 4.544 0.376 0.820
F10 5.578 1.197 1.192
F11 4.681 -0.746 1.552
F12 4.833 0.037 -0.447
H1 4.312 1.676 6.691
H2 4.519 3.119 5.701
H3 5.471 1.679 5.360
H4 1.938 1.152 6.274
H5 0.197 0.452 4.711
H6 1.019 -1.824 3.176
H7 -0.345 -3.739 3.860
H8 -2.657 -4.547 4.522
H9 -3.191 -4.707 2.850
H10 -4.083 -3.672 3.960
H11 -3.834 -1.649 2.670
H12 4.581 1.752 3.010
N2 -1.325 5.288 -4.297
C21 -1.095 5.228 -3.171
C22 -0.812 5.149 -1.763
C23 0.120 6.011 -1.187
C24 0.398 5.902 0.165
C25 -0.244 4.944 0.937
C26 -1.178 4.088 0.368
C27 -1.463 4.191 -0.985
H13 0.629 6.738 -1.806
H14 1.142 6.550 0.612
H15 0.006 4.830 1.984
H16 -1.658 3.283 0.920
H17 -2.182 3.511 -1.425

Results
- Net charge: -2
- Energy above the lowest of the compared OMol25 structures with the same formula, charge and spin: 0.140 eV
- HOMO-LUMO gap: 4.7 eV
- Lowest unoccupied orbital energy: 0.15424 hartree



6.
Below is a molecular structure, C22H34Br2N4O3PPt, with properties calculated with ωB97M-V with the def2-TZVPD basis set.

Geometry (Å):
Pt1 -0.313 0.624 -0.200
Br1 2.084 6.703 -0.630
C1 1.276 5.092 -0.058
C2 2.002 4.157 0.678
C3 1.406 2.952 0.984
N1 0.163 2.636 0.616
C4 -0.562 3.581 -0.016
C5 -0.041 4.816 -0.382
C6 -1.924 3.172 -0.363
C7 -3.042 3.963 -0.127
C8 -4.289 3.458 -0.467
Br2 -5.859 4.474 -0.160
C9 -4.376 2.191 -1.047
C10 -3.214 1.474 -1.237
N2 -2.013 1.938 -0.891
H1 3.016 4.357 0.983
H2 1.955 2.202 1.532
H3 -0.639 5.514 -0.947
H4 -2.934 4.938 0.320
H5 -5.328 1.781 -1.347
H6 -3.226 0.487 -1.681
C11 4.247 0.671 -2.096
P1 2.446 0.869 -2.349
C12 1.798 -0.795 -2.689
C13 2.210 1.907 -3.835
O1 1.788 1.475 -1.152
H7 4.722 0.280 -2.992
H8 4.402 -0.018 -1.265
H9 4.684 1.634 -1.838
H10 2.056 -1.169 -3.673
H11 0.716 -0.765 -2.549
H12 2.228 -1.432 -1.921
H13 2.776 1.517 -4.674
H14 2.533 2.922 -3.609
H15 1.151 1.926 -4.084
C14 -2.505 -3.089 -0.695
C15 -2.079 -1.856 0.120
C16 -3.303 -1.299 0.875
O2 -1.563 -0.910 -0.731
H16 -2.981 -3.816 -0.043
H17 -1.646 -3.546 -1.178
H18 -3.204 -2.785 -1.469
H19 -1.343 -2.169 0.882
H20 -4.130 -1.155 0.183
H21 -3.051 -0.342 1.335
H22 -3.617 -1.995 1.650
C17 0.731 -0.182 2.817
N3 0.770 -1.598 2.535
C18 0.558 -2.512 3.639
C19 0.123 -3.872 3.121
C20 1.127 -4.293 2.059
N4 1.140 -3.305 1.001
C21 1.291 -3.788 -0.351
C22 1.019 -1.981 1.260
O3 1.164 -1.132 0.355
H23 0.442 -0.030 3.854
H24 -0.002 0.313 2.150
H25 1.714 0.264 2.654
H26 -0.206 -2.084 4.292
H27 1.486 -2.607 4.215
H28 -0.870 -3.790 2.674
H29 0.089 -4.598 3.930
H30 0.858 -5.257 1.627
H31 2.129 -4.386 2.497
H32 0.532 -4.548 -0.559
H33 2.278 -4.235 -0.502
H34 1.153 -2.951 -1.032

Results
- Net charge: +1
- Energy above the lowest of the compared OMol25 structures with the same formula, charge and spin: 1.385 eV
- HOMO-LUMO gap: 6.9 eV
- Lowest unoccupied orbital energy: -0.12696 hartree



7.
Below is 2 unconnected molecules or ions with the total composition C2H3NO2, with properties calculated with ωB97M-V with the def2-TZVPD basis set.

Geometry (Å):
C1 1.655 0.416 0.330
C2 -1.489 -0.777 -0.063
N1 1.023 1.337 -0.106
O1 2.127 -0.550 0.767
O2 -0.962 0.264 0.168
H1 -1.973 -1.160 -1.023
H2 -1.653 -1.669 0.553
H3 1.272 2.140 -0.625

Results
- SMILES: N=C=O.C=O
- Energy above the lowest of the compared OMol25 structures with the same formula, charge and spin: 1.883 eV
- HOMO-LUMO gap: 10.9 eV
- Lowest unoccupied orbital energy: 0.03027 hartree



8.
Below is CH2FOPS in the gas phase, with properties calculated with ωB97M-V with the def2-TZVPD basis set.

Geometry (Å):
C1 0.224 -0.238 0.361
O1 0.298 -3.379 -2.252
F1 -0.149 -3.947 0.251
P1 1.383 -1.579 -0.163
S1 -0.233 -2.843 -1.020
H1 0.937 0.500 0.900
H2 -0.837 -0.109 0.494

Results
- SMILES: C=P#S(=O)F
- Energy above the lowest of the compared OMol25 structures with the same formula, charge and spin: 2.801 eV
- HOMO-LUMO gap: 8.4 eV
- Lowest unoccupied orbital energy: -0.04345 hartree



| no. | electronic energy (Eh) |
| --- | --- |
| 1 | -2417.25798 |
| 2 | -437.07708 |
| 3 | -3332.14432 |
| 4 | -1089.66695 |
| 5 | -3097.55702 |
| 6 | -6911.99353 |
| 7 | -283.18879 |
| 8 | -953.85472 |